Record 1
A cluster of 8 separate species, C38H41N7O in total at a distorted geometry. Source: the OMol25 dataset; level of theory: ωB97M-V with the def2-TZVPD basis set.

Last column: Löwdin charge in e.
Cartesian coordinates (Å):
C -0.145 1.932 4.441  -0.092
C 1.033 1.533 5.068  -0.085
C 0.956 0.954 6.329  -0.173
N -0.171 0.796 6.988  0.048
C -1.294 1.142 6.356  -0.148
C -1.331 1.703 5.081  -0.071
H -0.107 2.496 3.521  0.103
H 2.000 1.703 4.610  0.101
H 1.836 0.638 6.881  0.102
H -2.225 0.994 6.900  0.103
H -2.253 1.973 4.573  0.098
C 4.651 -4.787 -0.658  -0.067
C 4.233 -4.573 0.639  -0.075
C 3.387 -3.523 0.876  -0.149
N 2.990 -2.668 -0.066  0.062
C 3.396 -2.870 -1.298  -0.169
C 4.223 -3.907 -1.651  -0.066
H 5.285 -5.624 -0.928  0.108
H 4.497 -5.255 1.439  0.107
H 3.000 -3.334 1.873  0.100
H 2.952 -2.223 -2.052  0.086
H 4.514 -4.057 -2.684  0.104
C -0.951 2.803 -3.128  -0.080
C -0.453 2.786 -1.834  -0.072
C 0.540 3.695 -1.482  -0.166
N 1.070 4.554 -2.331  0.062
C 0.643 4.504 -3.592  -0.172
C -0.409 3.685 -4.011  -0.075
H -1.800 2.194 -3.403  0.086
H -0.848 2.088 -1.101  0.088
H 0.967 3.726 -0.485  0.109
H 1.104 5.187 -4.302  0.104
H -0.775 3.756 -5.030  0.106
C 4.411 1.838 -4.971  -0.071
C 5.000 0.642 -4.621  -0.073
C 4.391 -0.111 -3.623  -0.142
N 3.270 0.252 -2.998  0.065
C 2.735 1.384 -3.341  -0.163
C 3.209 2.199 -4.353  -0.043
H 4.822 2.421 -5.792  0.108
H 5.913 0.289 -5.082  0.101
H 4.830 -1.054 -3.298  0.094
H 1.812 1.635 -2.824  0.083
H 2.814 3.200 -4.440  0.084
C -1.672 -2.239 3.426  -0.069
C -2.819 -1.601 2.989  -0.072
C -3.494 -2.080 1.880  -0.162
N -3.121 -3.169 1.223  0.063
C -1.998 -3.743 1.608  -0.178
C -1.230 -3.320 2.679  -0.081
H -1.083 -1.905 4.273  0.105
H -3.213 -0.752 3.535  0.090
H -4.394 -1.563 1.556  0.104
H -1.744 -4.675 1.104  0.104
H -0.286 -3.803 2.902  0.097
C -5.694 1.377 0.007  -0.072
C -4.326 1.397 0.158  -0.080
C -3.796 1.440 1.436  -0.152
N -4.567 1.467 2.526  0.053
C -5.874 1.468 2.369  -0.175
C -6.485 1.375 1.146  -0.077
H -6.137 1.257 -0.972  0.108
H -3.745 1.442 -0.758  0.079
H -2.719 1.414 1.577  0.090
H -6.439 1.600 3.286  0.105
H -7.564 1.312 1.062  0.102
C -0.509 -1.829 -2.940  -0.071
C -1.221 -1.167 -3.927  -0.062
C -2.298 -0.385 -3.545  -0.185
N -2.637 -0.163 -2.292  0.063
C -1.936 -0.790 -1.341  -0.133
C -0.879 -1.638 -1.632  -0.077
H 0.348 -2.442 -3.187  0.105
H -1.049 -1.315 -4.988  0.104
H -2.881 0.134 -4.303  0.106
H -2.205 -0.540 -0.319  0.091
H -0.264 -2.097 -0.863  0.106
C 1.675 -0.341 2.196  -0.012
C 0.888 0.405 1.157  -0.478
C 1.453 0.405 -0.246  -0.032
O -0.167 0.915 1.411  0.050
H 2.706 0.018 2.261  0.097
H 1.703 -1.399 1.924  0.058
H 1.213 -0.280 3.172  0.053
H 2.104 1.256 -0.433  0.086
H 0.631 0.374 -0.952  0.048
H 1.997 -0.535 -0.359  0.045

Output
SMILES: c1ccncc1.c1ccncc1.c1ccncc1.c1ccncc1.c1ccncc1.c1ccncc1.c1ccncc1.CC(C)=O
LUMO energy: 0.5287 eV
ΔE to the lowest compared entry with this formula, charge and spin: 0.00 kJ/mol
electronic energy: -52547.9754 eV
HOMO-LUMO gap: 9.9 eV
largest force on an atom: 1.9 eV Å⁻¹

Record 2
A structure of composition C6H10S2 at a distorted geometry. Source: the OMol25 dataset; level of theory: ωB97M-V with the def2-TZVPD basis set.

Last column: natural (NBO) charge in e.
Cartesian coordinates (Å):
C 0.363 1.647 -1.426  -0.372
C -0.220 1.592 -0.256  -0.236
C -0.503 -2.727 -0.859  -0.483
C -1.585 0.180 1.398  -0.369
C 1.813 -1.902 0.226  -0.784
C -1.202 0.614 0.164  -0.234
S -1.569 -2.651 -2.224  0.047
S 0.793 -1.719 -1.218  0.379
H 1.017 2.474 -1.679  0.197
H 0.256 1.003 -2.343  0.204
H 0.089 2.314 0.584  0.212
H -1.964 -3.917 -2.032  0.138
H -0.939 0.078 2.307  0.189
H -2.482 -0.414 1.657  0.206
H 1.874 -2.909 0.531  0.239
H 1.535 -1.207 1.092  0.239
H 2.929 -1.725 -0.097  0.232
H -1.851 0.405 -0.608  0.197

Output
LUMO energy: 0.1449 eV
ΔE to the lowest compared entry with this formula, charge and spin: 420.51 kJ/mol
electronic energy: -28049.9819 eV
HOMO-LUMO gap: 8.6 eV
largest force on an atom: 3.3 eV Å⁻¹

Record 3
A cluster of 2 separate species, C2H7N2P in total at a distorted geometry. Source: the OMol25 dataset; level of theory: ωB97M-V with the def2-TZVPD basis set.

Last column: natural (NBO) charge in e.
Cartesian coordinates (Å):
C -1.832 0.118 0.452  -0.709
C -1.495 -0.760 -0.725  -0.270
N 1.478 -1.416 -0.465  -0.772
N 3.374 0.269 0.165  -1.188
P 1.745 0.044 -0.128  1.104
H -2.350 -0.542 1.169  0.231
H -0.977 0.498 0.960  0.218
H -2.252 0.981 -0.046  0.226
H -1.496 -0.406 -1.829  0.176
H -1.182 -1.801 -0.636  0.185
H 4.104 -0.438 0.341  0.406
H 3.772 0.855 -0.559  0.394

Output
LUMO energy (alpha / beta): -1.1487 / 0.4186 eV
ΔE to the lowest compared entry with this formula, charge and spin: 386.97 kJ/mol
electronic energy: -14452.0898 eV
HOMO-LUMO gap (alpha / beta): 6.7 / 10.1 eV
largest force on an atom: 2.3 eV Å⁻¹

Record 4
A cluster of 15 separate species, H30O15 in total at a distorted geometry. Source: the OMol25 dataset; level of theory: ωB97M-V with the def2-TZVPD basis set.

Last column: natural (NBO) charge in e.
Cartesian coordinates (Å):
O -2.944 -1.815 0.447  -0.978
H -2.656 -1.471 -0.420  0.489
H -2.594 -2.743 0.415  0.470
O 0.525 0.129 -0.062  -1.024
H -0.008 0.507 0.655  0.520
H 0.145 -0.742 -0.116  0.495
O 2.938 0.094 -1.251  -0.973
H 2.072 0.009 -0.834  0.488
H 3.348 0.808 -0.757  0.463
O -1.712 2.372 -0.882  -1.005
H -0.738 2.548 -1.050  0.501
H -1.895 1.450 -1.014  0.486
O -1.927 -0.478 -1.700  -0.970
H -1.083 -0.787 -1.956  0.503
H -2.546 -0.726 -2.397  0.484
O 0.045 1.597 -3.259  -0.949
H 0.224 0.709 -2.955  0.486
H 0.447 1.456 -4.121  0.471
O 0.536 2.412 2.030  -0.952
H 0.121 3.129 1.563  0.483
H 0.080 2.441 2.871  0.474
O -0.027 -2.057 2.671  -0.955
H -0.194 -1.131 2.586  0.492
H 0.828 -1.952 3.164  0.473
O 2.604 -3.168 0.630  -0.980
H 1.720 -2.884 0.397  0.462
H 2.940 -2.502 1.250  0.494
O -2.434 3.044 1.935  -0.978
H -3.362 2.850 1.771  0.475
H -1.987 2.630 1.156  0.499
O 0.498 -1.260 -2.772  -0.963
H 1.274 -1.709 -2.423  0.508
H 0.165 -1.958 -3.341  0.480
O 2.826 -0.634 1.921  -0.943
H 2.078 -0.307 2.403  0.469
H 3.165 0.106 1.470  0.481
O -1.522 0.203 2.020  -1.004
H -1.993 1.020 2.257  0.499
H -2.051 -0.203 1.330  0.502
O -0.057 -2.485 -0.084  -0.982
H -0.134 -2.640 0.841  0.516
H -0.056 -3.350 -0.482  0.486
O 1.140 2.857 -1.082  -0.955
H 1.119 1.972 -0.818  0.471
H 1.062 2.659 -2.023  0.493

Output
LUMO energy: -0.4567 eV
ΔE to the lowest compared entry with this formula, charge and spin: 79.43 kJ/mol
electronic energy: -31200.8423 eV
HOMO-LUMO gap: 10.2 eV
largest force on an atom: 2.9 eV Å⁻¹

electronic energy of number 3 (C2H7N2P)?
-14452.0898 eV